[1]
# C12H40N4O8

8 unconnected molecules or ions with the total composition C12H40N4O8 (ωB97M-V/def2-TZVPD, OMol25).

Results
- energy relative to the best compared isomer or geometry (same formula, charge and spin) (eV) = 4.2132
- largest force on an atom (eV Å⁻¹) = 7.9
- E_HOMO (eV) = -9.09
- gap between HOMO and LUMO (Eh) = 0.341
- spin multiplicity = 1
- total charge = 0
- SMILES string = NC(N)=O.NC(N)=O.CCO.CCO.CCO.CCO.CO.CO

Bonds (Å) are listed after each position.
Element x y z (Å)
1 N 2.79 -1.92 -0.46  C2 1.320, H5 1.051, H6 1.033
2 C 3.91 -1.43 0.04  N1 1.320, N3 1.289, O4 1.370
3 N 4.62 -1.22 -1.01  C2 1.289, H7 1.035, H8 1.046
4 O 4.25 -1.42 1.36  C2 1.370
5 H 2.12 -2.24 0.28  N1 1.051
6 H 2.45 -1.87 -1.44  N1 1.033
7 H 5.59 -0.92 -0.80  N3 1.035
8 H 4.19 -0.76 -1.85  N3 1.046
9 N -1.88 -2.03 -0.08  C10 1.286, H13 0.986, H14 0.989
10 C -2.18 -2.81 0.89  N9 1.286, N11 1.301, O12 1.359
11 N -2.77 -3.88 0.43  C10 1.301, H15 1.041, H16 1.029
12 O -1.76 -2.57 2.16  C10 1.359
13 H -1.13 -1.39 0.01  N9 0.986
14 H -2.37 -2.16 -0.93  N9 0.989
15 H -3.24 -4.33 1.24  N11 1.041
16 H -3.11 -3.95 -0.53  N11 1.029
17 C -1.22 4.06 -0.32  C18 1.499, H20 1.105, H21 1.079, H22 1.122
18 C 0.26 4.24 -0.44  C17 1.499, O19 1.400, H23 1.110, H24 1.110
19 O 0.65 4.54 -1.75  C18 1.400, H25 1.003
20 H -1.73 3.23 -0.85  C17 1.105
21 H -1.85 4.93 -0.42  C17 1.079
22 H -1.43 3.94 0.78  C17 1.122
23 H 0.85 3.33 -0.20  C18 1.110
24 H 0.78 5.09 0.05  C18 1.110
25 H 0.98 5.48 -1.81  O19 1.003
26 C 2.63 -4.33 2.74  C27 1.512, H29 1.124, H30 1.081, H31 1.047
27 C 1.30 -3.64 2.50  C26 1.512, O28 1.370, H32 1.063, H33 1.122
28 O 0.97 -3.29 1.22  C27 1.370, H34 0.948
29 H 3.31 -3.65 2.16  C26 1.124
30 H 2.59 -5.35 2.41  C26 1.081
31 H 2.84 -4.21 3.76  C26 1.047
32 H 1.11 -2.85 3.18  C27 1.063
33 H 0.59 -4.38 2.95  C27 1.122
34 H 0.27 -2.66 1.10  O28 0.948
35 C -4.22 0.14 1.13  C36 1.528, H38 1.083, H39 1.120, H40 1.077
36 C -3.60 1.25 0.29  C35 1.528, O37 1.336, H41 1.125, H42 1.084
37 O -4.19 1.59 -0.86  C36 1.336, H43 0.914
38 H -4.15 -0.71 0.47  C35 1.083
39 H -5.28 0.29 1.47  C35 1.120
40 H -3.73 -0.14 2.05  C35 1.077
41 H -2.57 0.92 -0.03  C36 1.125
42 H -3.33 2.18 0.78  C36 1.084
43 H -3.98 2.46 -1.00  O37 0.914
44 C -1.96 0.83 -2.74  C45 1.548, H47 1.093, H48 1.084, H49 1.079
45 C -0.52 1.24 -2.33  C44 1.548, O46 1.370, H50 1.103, H51 1.081
46 O -0.19 2.31 -3.12  C45 1.370, H52 0.966
47 H -2.29 0.01 -2.10  C44 1.093
48 H -2.02 0.59 -3.80  C44 1.084
49 H -2.71 1.58 -2.57  C44 1.079
50 H 0.27 0.47 -2.41  C45 1.103
51 H -0.52 1.52 -1.29  C45 1.081
52 H 0.00 3.09 -2.58  O46 0.966
53 C 3.32 1.72 -0.42  O54 1.403, H55 1.066, H56 1.151, H57 1.107
54 O 2.22 1.47 -1.26  C53 1.403, H58 0.928
55 H 4.25 1.33 -0.77  C53 1.066
56 H 3.11 1.20 0.58  C53 1.151
57 H 3.45 2.82 -0.43  C53 1.107
58 H 2.45 1.66 -2.14  O54 0.928
59 C 0.15 0.17 1.42  O60 1.383, H61 1.071, H62 1.137, H63 1.093
60 O 0.39 -0.47 0.22  C59 1.383, H64 1.018
61 H 1.02 0.35 2.02  C59 1.071
62 H -0.50 -0.54 2.03  C59 1.137
63 H -0.41 1.08 1.20  C59 1.093
64 H 1.16 0.07 -0.17  O60 1.018

***

[2]
# C12H40N8O8

8 unconnected molecules or ions with the total composition C12H40N8O8 (ωB97M-V/def2-TZVPD, OMol25).

Results
- energy relative to the best compared isomer or geometry (same formula, charge and spin) (eV) = 0.4433
- largest force on an atom (eV Å⁻¹) = 3.0
- E_HOMO (eV) = -9.88
- gap between HOMO and LUMO (Eh) = 0.382
- spin multiplicity = 1
- total charge = 0
- SMILES string = NC(N)=O.NC(N)=O.NC(N)=O.NC(N)=O.CCO.CCO.CCO.CCO

Bonds (Å) are listed after each position.
Element x y z (Å)
1 N 1.68 0.30 4.77  C2 1.366, H5 1.009, H6 1.008
2 C 0.85 -0.73 5.11  N1 1.366, N3 1.415, O4 1.242
3 N 1.13 -1.48 6.27  C2 1.415, H7 1.027, H8 0.981
4 O -0.18 -0.99 4.47  C2 1.242
5 H 1.41 0.87 3.98  N1 1.009
6 H 2.65 0.16 5.03  N1 1.008
7 H 0.56 -2.34 6.30  N3 1.027
8 H 2.06 -1.61 6.55  N3 0.981
9 N -2.14 -3.09 -1.57  C10 1.356, H13 1.020, H14 1.028
10 C -1.26 -3.88 -2.24  N9 1.356, N11 1.393, O12 1.230
11 N 0.06 -3.42 -2.27  C10 1.393, H15 1.004, H16 1.014
12 O -1.66 -4.87 -2.85  C10 1.230
13 H -3.04 -3.52 -1.36  N9 1.020
14 H -1.85 -2.47 -0.81  N9 1.028
15 H 0.06 -2.45 -1.99  N11 1.004
16 H 0.46 -3.45 -3.20  N11 1.014
17 N -1.99 -0.61 -3.88  C18 1.404, H21 0.982, H22 0.986
18 C -2.79 0.46 -3.44  N17 1.404, N19 1.341, O20 1.220
19 N -3.28 0.22 -2.21  C18 1.341, H23 1.042, H24 0.989
20 O -3.03 1.41 -4.16  C18 1.220
21 H -1.45 -0.50 -4.69  N17 0.982
22 H -2.01 -1.48 -3.41  N17 0.986
23 H -3.77 1.05 -1.80  N19 1.042
24 H -2.61 -0.15 -1.59  N19 0.989
25 N -1.00 -1.06 1.45  C26 1.332, H29 1.011, H30 1.005
26 C -0.81 -0.30 0.37  N25 1.332, N27 1.364, O28 1.223
27 N -1.23 0.99 0.51  C26 1.364, H31 1.034, H32 1.033
28 O -0.34 -0.73 -0.67  C26 1.223
29 H -0.46 -1.91 1.37  N25 1.011
30 H -0.89 -0.60 2.34  N25 1.005
31 H -1.08 1.60 -0.32  N27 1.034
32 H -1.59 1.35 1.40  N27 1.033
33 C 2.53 1.65 -2.60  C34 1.605, H36 1.084, H37 1.074, H38 1.095
34 C 3.01 1.16 -1.15  C33 1.605, O35 1.474, H39 1.154, H40 1.086
35 O 1.87 0.76 -0.29  C34 1.474, H41 0.970
36 H 2.75 0.93 -3.38  C33 1.084
37 H 2.97 2.62 -2.77  C33 1.074
38 H 1.45 1.81 -2.60  C33 1.095
39 H 3.61 1.92 -0.52  C34 1.154
40 H 3.63 0.29 -1.32  C34 1.086
41 H 1.29 0.19 -0.82  O35 0.970
42 C -1.41 4.98 -2.81  C43 1.565, H45 1.108, H46 1.094, H47 1.072
43 C -0.47 3.86 -2.25  C42 1.565, O44 1.429, H48 1.099, H49 1.095
44 O -0.96 2.52 -2.14  C43 1.429, H50 0.975
45 H -2.29 5.05 -2.14  C42 1.108
46 H -1.73 4.79 -3.84  C42 1.094
47 H -0.90 5.92 -2.81  C42 1.072
48 H -0.11 4.12 -1.25  C43 1.099
49 H 0.46 3.66 -2.79  C43 1.095
50 H -1.00 2.15 -3.04  O44 0.975
51 C 1.79 4.59 1.82  C52 1.526, H54 1.128, H55 1.138, H56 1.094
52 C 0.71 3.51 1.85  C51 1.526, O53 1.453, H57 1.066, H58 1.110
53 O 1.31 2.27 2.30  C52 1.453, H59 0.986
54 H 2.30 4.73 2.82  C51 1.128
55 H 1.32 5.60 1.59  C51 1.138
56 H 2.59 4.43 1.09  C51 1.094
57 H 0.18 3.34 0.94  C52 1.066
58 H -0.02 3.79 2.63  C52 1.110
59 H 1.29 1.66 1.52  O53 0.986
60 C 0.00 -5.72 2.62  C61 1.539, H63 1.085, H64 1.120, H65 1.117
61 C 0.23 -5.61 1.11  C60 1.539, O62 1.445, H66 1.048, H67 1.056
62 O 0.48 -4.24 0.73  C61 1.445, H68 1.050
63 H 0.75 -5.15 3.17  C60 1.085
64 H -0.05 -6.76 3.02  C60 1.120
65 H -0.99 -5.20 2.68  C60 1.117
66 H -0.62 -6.00 0.63  C61 1.048
67 H 1.06 -6.22 0.87  C61 1.056
68 H 0.46 -4.17 -0.32  O62 1.050